Entry 1:
Below is a cluster of 2 separate species, C24H48I2N2O4PS in total, with properties calculated with ωB97M-V with the def2-TZVPD basis set.

Output
Highest occupied orbital energy = -0.3648 Ha
Largest force on an atom = 0.0920 Eh/bohr
Orbital gap = 7.46 eV
Net charge = +1

Structure (XYZ):
```
82
Properties=species:S:1:pos:R:3:lowdin_charge:R:1
C -0.8430 -3.3778 2.7879 -0.1190
C 0.2130 -2.1774 2.9723 -0.1385
C 0.0676 -1.4006 4.3695 -0.3677
O 1.1441 -0.9638 4.8634 0.0588
O -1.1504 -1.2288 5.0709 -0.0597
C -1.5922 0.1559 5.0794 -0.1445
C -3.1458 0.1631 4.6003 -0.1799
N -3.3869 -0.5397 3.3204 -0.1250
C -3.7846 0.3902 2.1720 -0.4678
C -2.6279 1.4992 2.1437 -0.1578
C -2.3093 2.2325 0.7617 -0.1753
C -1.0231 1.4954 0.0851 -0.2535
O -1.1104 1.5600 -1.3554 -0.2418
C -0.4728 0.3540 -1.8904 -0.1257
P -3.6671 -0.8262 0.6822 0.4310
S -4.0898 -0.0959 -1.0502 0.1819
C -5.2950 0.9371 2.4288 -0.3272
O -5.4044 2.3182 2.7562 -0.1799
C -5.3160 3.2782 1.7165 -0.1704
C -6.4226 0.3081 1.4845 -0.6059
I -7.4413 1.2880 -0.1922 0.9018
C -6.9249 -1.0219 1.6971 -0.7393
C -8.0632 -1.6768 0.7474 -0.2465
I -6.2377 -2.3735 3.2565 0.8506
H -1.9272 -3.0109 2.6556 0.0589
H -0.7644 -4.1009 3.6780 0.0939
H -0.6138 -4.0026 1.8442 0.0837
H 1.2566 -2.6603 2.8922 0.1236
H 0.1435 -1.4591 2.0698 0.1053
H -1.5764 0.5229 6.1672 0.1403
H -0.9395 0.8731 4.4842 0.1250
H -3.6215 1.2044 4.6888 0.1370
H -3.6813 -0.4615 5.4162 0.1288
H -2.5483 -1.0162 2.9536 0.0442
H -1.6488 0.9575 2.4329 0.1068
H -2.8440 2.3285 2.9164 0.1308
H -1.9222 3.2900 1.0237 0.1190
H -3.1678 2.3789 0.0414 0.0722
H -0.9117 0.4170 0.4722 0.0756
H -0.0901 2.0531 0.4862 0.1335
H 0.5391 0.1863 -1.3888 0.0799
H -1.1925 -0.5258 -1.6939 0.0713
H -0.4111 0.5113 -3.0213 0.0985
H -4.4354 -2.0130 0.8852 -0.0441
H -2.2769 -1.2546 0.6505 -0.0190
H -5.5708 0.4501 3.4477 0.1194
H -5.1201 2.9212 0.6583 0.0442
H -4.5057 4.0694 1.9523 0.1062
H -6.3037 3.8777 1.6790 0.1001
H -7.6386 -1.8367 -0.3138 0.0774
H -9.0196 -1.0625 0.7230 0.0509
H -8.3557 -2.7302 1.1092 0.0561
C 2.4035 -0.5915 -4.4826 -0.0979
C 2.9712 -1.3672 -3.2992 -0.2204
C 3.9237 -0.6001 -2.3836 -0.1231
N 5.3422 -0.3133 -2.9128 -0.2406
C 6.1058 0.2804 -1.7141 -0.0994
C 7.4674 0.8405 -2.0899 -0.1692
C 7.3549 1.8681 -3.2013 -0.1876
C 6.6663 1.2598 -4.4083 -0.1645
C 5.2978 0.6919 -4.0592 -0.1004
C 5.9979 -1.6066 -3.3471 0.0369
H 3.0663 -0.6327 -5.3478 0.0645
H 1.4579 -1.0379 -4.7989 0.0860
H 2.2111 0.4535 -4.2274 0.0806
H 3.4034 -2.3108 -3.6408 0.1085
H 2.1160 -1.6510 -2.6752 0.1156
H 4.0634 -1.1865 -1.4700 0.1342
H 3.4895 0.3622 -2.0976 0.1334
H 5.4785 1.0774 -1.3036 0.1417
H 6.2031 -0.5102 -0.9659 0.1381
H 7.9153 1.3084 -1.2084 0.1319
H 8.1488 0.0377 -2.3881 0.1179
H 8.3478 2.2303 -3.4791 0.1261
H 6.7854 2.7356 -2.8485 0.1268
H 7.3002 0.4809 -4.8446 0.1211
H 6.5460 2.0242 -5.1816 0.1324
H 4.8990 0.1813 -4.9331 0.1165
H 4.6171 1.4941 -3.7601 0.1456
H 5.4812 -1.9836 -4.2292 0.1084
H 5.9300 -2.3196 -2.5242 0.1200
H 7.0408 -1.4198 -3.5952 0.0991
```

Entry 2:
Below is a cluster of 8 separate species, C24H48O24 in total, with properties calculated with ωB97M-V with the def2-TZVPD basis set.

Output
Highest occupied orbital energy = -0.3910 Ha
Largest force on an atom = 0.0489 Eh/bohr
Orbital gap = 11.21 eV
Energy relative to the best compared isomer or geometry (same formula, charge and spin) = 180.1 kJ/mol
Structure (SMILES) = COC(=O)OC.COC(=O)OC.COC(=O)OC.COC(=O)OC.COC(=O)OC.COC(=O)OC.COC(=O)OC.COC(=O)OC

Structure (XYZ):
```
96
Properties=species:S:1:pos:R:3:lowdin_charge:R:1
C 4.8414 0.3171 -2.5664 -0.0384
O 4.5714 -0.0981 -3.8949 -0.0020
C 5.4000 -0.9681 -4.4357 -0.6288
O 6.4527 -1.2767 -3.9614 0.1458
O 4.7915 -1.4736 -5.5032 0.0123
C 5.4968 -2.2384 -6.4255 -0.0726
H 4.9300 -0.4952 -1.8417 0.1003
H 4.0520 0.9640 -2.1986 0.0798
H 5.8157 0.8086 -2.5528 0.0972
H 5.0143 -2.2119 -7.4007 0.0944
H 5.6452 -3.2856 -6.1398 0.0980
H 6.5356 -1.9577 -6.6408 0.0989
C -2.1202 6.6947 7.3015 -0.0408
O -1.2375 6.5607 6.2072 0.0117
C -0.8162 5.3722 5.8295 -0.6195
O -1.1785 4.3335 6.3095 0.1214
O 0.0602 5.5557 4.8529 0.0224
C 0.6260 4.4143 4.2490 -0.0372
H -3.0121 6.0762 7.1885 0.0961
H -2.4844 7.7179 7.3264 0.0928
H -1.5937 6.4386 8.2190 0.0992
H 0.4420 3.4977 4.8086 0.0725
H 1.7073 4.5097 4.1502 0.1004
H 0.2588 4.2595 3.2329 0.0701
C -2.8647 -1.3180 2.6605 -0.0137
O -3.0237 -2.6038 2.0400 0.0147
C -1.9949 -3.4336 2.0996 -0.6174
O -0.9735 -3.2684 2.7197 0.1139
O -2.1296 -4.3145 1.1208 0.0004
C -1.1512 -5.3482 1.0061 -0.0247
H -3.2881 -1.2297 3.6565 0.0990
H -3.4926 -0.7200 1.9924 0.0963
H -1.8587 -0.9217 2.5411 0.0899
H -0.1897 -4.9470 1.3327 0.0804
H -1.0750 -5.7693 0.0097 0.0833
H -1.4260 -6.0820 1.7678 0.1015
C -2.4576 3.4199 2.1175 -0.0342
O -2.1560 4.3509 1.0885 -0.0027
C -1.9777 5.6243 1.4392 -0.6167
O -2.0206 6.0456 2.5523 0.1495
O -1.7338 6.3000 0.3169 0.0086
C -2.0008 7.6856 0.3153 -0.0522
H -3.5212 3.1903 2.0587 0.1021
H -2.1314 3.7328 3.1073 0.0865
H -1.9229 2.5043 1.8605 0.0800
H -2.8551 7.9761 0.9320 0.0983
H -2.0959 8.0026 -0.7167 0.0941
H -1.2080 8.2653 0.8014 0.0964
C -1.7836 -1.4227 -7.7283 -0.0448
O -0.7765 -1.9390 -6.8777 0.0040
C -0.4597 -1.2552 -5.7816 -0.6331
O -0.9652 -0.2083 -5.4712 0.1280
O 0.5486 -1.8689 -5.2034 0.0098
C 1.3399 -1.1393 -4.2937 -0.0432
H -1.8873 -2.0805 -8.5837 0.0929
H -1.5836 -0.3816 -7.9771 0.0971
H -2.7481 -1.4276 -7.2122 0.0967
H 2.1097 -0.6182 -4.8729 0.0937
H 1.9371 -1.7181 -3.5902 0.0882
H 0.8205 -0.3665 -3.7267 0.0984
C -0.9009 -3.6048 -3.0286 -0.0354
O -0.5940 -4.5188 -4.0652 0.0312
C -0.8957 -5.7890 -3.8125 -0.6209
O -0.9495 -6.2760 -2.7093 0.1081
O -0.9475 -6.4795 -4.9257 0.0215
C -1.0139 -7.8965 -4.8329 -0.0336
H -1.4518 -2.7330 -3.3808 0.0999
H -0.0329 -3.1914 -2.5147 0.0764
H -1.5094 -4.0757 -2.2567 0.0919
H -0.0929 -8.3897 -4.5352 0.1005
H -1.4409 -8.2439 -5.7680 0.0950
H -1.7588 -8.1436 -4.0712 0.0937
C 1.2607 -1.3703 3.8642 -0.0502
O 0.2081 -1.1631 4.7764 0.0258
C -0.1227 0.0650 5.0864 -0.6422
O 0.3770 1.0957 4.6969 0.1087
O -1.1223 0.0361 5.9408 -0.0026
C -1.7341 1.2812 6.3316 -0.0121
H 1.6830 -2.3628 3.9623 0.1003
H 2.0939 -0.6930 4.0972 0.0967
H 1.0666 -1.0609 2.8370 0.0807
H -2.6263 1.1013 6.9184 0.0954
H -1.9479 1.7713 5.3816 0.0855
H -0.9821 1.8440 6.8790 0.0886
C 0.6035 2.4746 0.5247 -0.0341
O 0.1841 1.1232 0.4717 0.0050
C 1.0078 0.2301 -0.0771 -0.6224
O 1.9467 0.4884 -0.7726 0.1357
O 0.5169 -0.9491 0.2410 0.0020
C 1.2767 -2.1125 -0.0427 -0.0231
H 0.2903 2.9881 -0.3865 0.1089
H 1.6891 2.6013 0.5058 0.1003
H 0.2266 2.9320 1.4324 0.0638
H 2.2257 -2.0448 0.4929 0.1051
H 1.5800 -2.1821 -1.0908 0.0767
H 0.6850 -2.9829 0.2158 0.0847
```

> Among the records above, which one has the lowest largest force on an atom?

C24H48O24

> The highest orbital gap belongs to which entry?

C24H48O24

> The lowest highest occupied orbital energy belongs to which entry?

C24H48O24

> orbital gap of number 1 (C24H48I2N2O4PS)?

7.46 eV